C2H6F2OSi | ωB97M-V/def2-TZVPD

As for the multiplicity: 1. Its structure (SMILES) is CO[Si](C)(F)F. The calculation puts the frontier orbital gap at 12.1355 eV.

The geometry in XYZ format:
```
12
Properties=species:S:1:pos:R:3:forces:R:3
C 0.405 -2.022 0.061 1.97 -1.05 1.18
O 0.167 -0.678 0.451 1.84 -0.66 0.39
Si -1.034 0.229 0.018 -0.74 0.21 -3.59
C -0.651 2.009 -0.460 -2.16 -1.95 1.56
F -1.629 -0.598 -1.372 0.71 1.62 1.96
F -2.233 0.167 1.007 -0.92 0.07 0.90
H -0.161 -2.642 0.787 0.74 -0.06 -0.46
H 1.584 -2.281 0.063 -2.82 0.77 0.27
H 0.031 -2.228 -0.920 -0.18 0.03 -0.60
H -0.301 2.698 0.248 0.62 0.51 1.56
H 0.042 2.017 -1.227 0.79 0.13 -2.13
H -1.681 2.328 -0.625 0.14 0.39 -1.02
```
Positions in Å, forces in eV/Å.


C27H33O2Si | ωB97M-V/def2-TZVPD

As for the multiplicity: 1. As for the charge: +1. The calculation puts the frontier orbital gap at 5.3260 eV.

The geometry in XYZ format:
```
63
Properties=species:S:1:pos:R:3:forces:R:3
C 1.621 -2.059 2.595 -0.15 -0.40 0.31
C 2.239 -0.774 2.117 -0.55 1.31 -0.43
C 1.515 0.364 2.236 0.68 -0.90 -0.08
C 3.611 -0.785 1.490 0.29 -0.03 0.12
Si 5.136 -0.836 2.644 -0.25 0.02 0.09
C 6.668 -0.880 1.545 0.00 -0.02 -0.05
C 5.143 0.700 3.721 0.07 0.08 0.09
C 5.034 -2.378 3.708 0.15 -0.12 0.12
H 2.121 -2.953 2.205 0.00 0.19 0.11
H 1.641 -2.103 3.695 0.10 -0.14 -0.27
H 0.559 -2.120 2.310 0.33 0.08 0.06
H 1.882 1.329 1.905 0.07 -0.06 0.02
H 0.544 0.342 2.720 -0.01 0.03 -0.04
H 3.766 -1.668 0.845 -0.26 0.27 0.00
H 3.779 0.129 0.896 -0.21 -0.30 0.00
H 7.586 -0.920 2.149 -0.24 0.01 -0.12
H 6.669 -1.761 0.886 -0.01 0.19 0.17
H 6.733 0.012 0.905 -0.04 -0.19 0.17
H 6.009 0.685 4.400 -0.22 0.03 -0.15
H 5.209 1.617 3.119 -0.01 -0.21 0.12
H 4.234 0.767 4.336 0.20 -0.04 -0.15
H 5.927 -2.443 4.347 -0.21 -0.04 -0.10
H 4.154 -2.370 4.366 0.19 0.04 -0.16
H 4.996 -3.293 3.100 0.01 0.21 0.12
C 0.467 2.206 -7.477 0.04 -0.24 0.01
O 0.944 0.996 -6.829 -0.73 -0.37 1.34
C 0.464 0.566 -5.634 0.48 0.72 -0.44
C 1.131 -0.546 -5.059 0.17 -0.06 -0.46
C 0.833 -0.964 -3.794 0.05 -0.07 0.12
C -0.165 -0.313 -3.009 -0.21 -0.23 0.25
C -0.325 -0.700 -1.655 -0.54 0.15 -1.05
C -1.203 -0.145 -0.689 -0.07 0.33 0.60
C -1.599 -0.973 0.401 0.42 -0.14 -0.23
C -2.458 -0.520 1.371 -0.30 0.16 0.14
C -3.018 0.760 1.238 -0.87 -0.07 0.43
O -3.936 1.196 2.185 0.94 -0.13 -0.57
C -5.291 1.019 1.868 -0.28 -0.34 -0.35
C -5.963 0.011 2.558 0.26 0.15 -0.32
C -7.283 -0.267 2.219 -0.14 0.22 0.05
C -7.934 0.512 1.256 0.21 -0.01 0.05
C -7.248 1.533 0.588 -0.01 -0.06 0.07
C -5.905 1.784 0.875 0.07 -0.30 0.37
C -2.678 1.594 0.170 0.15 0.00 0.00
C -1.715 1.183 -0.731 -0.35 -0.30 -0.21
C -0.969 0.658 -3.682 0.20 0.29 -0.25
C -0.615 1.151 -4.927 -0.14 0.05 -0.03
H 1.080 2.251 -8.381 -0.24 0.10 0.21
H -0.595 2.132 -7.755 0.31 -0.09 0.18
H 0.648 3.101 -6.865 -0.04 -0.38 -0.02
H 1.896 -1.035 -5.655 -0.11 0.08 0.15
H 1.348 -1.825 -3.363 0.04 0.35 -0.13
H 0.229 -1.583 -1.340 0.00 0.10 -0.05
H -1.242 -2.009 0.427 -0.02 0.44 0.10
H -2.750 -1.146 2.216 0.06 0.20 -0.29
H -5.416 -0.552 3.317 -0.26 0.14 -0.24
H -7.795 -1.089 2.726 0.05 0.36 -0.20
H -8.981 0.324 1.030 0.23 0.02 -0.01
H -7.753 2.143 -0.165 0.12 -0.26 0.28
H -5.333 2.550 0.347 -0.34 -0.19 0.20
H -3.197 2.545 0.070 0.46 -0.09 0.12
H -1.384 1.878 -1.497 0.04 -0.12 0.22
H -1.900 0.989 -3.225 0.35 0.08 -0.12
H -1.166 1.985 -5.371 0.05 -0.48 0.14
```
Positions in Å, forces in eV/Å.


C17H32AlBBr3Cl4FO4 | ωB97M-V/def2-TZVPD

As for the multiplicity: 1. As for the charge: +2. The calculation puts the frontier orbital gap at 2.1605 eV.

The geometry in XYZ format:
```
63
Properties=species:S:1:pos:R:3:forces:R:3
C 6.228 -0.821 2.330 0.06 -0.09 0.29
C 5.613 -0.042 0.995 1.73 0.03 1.16
O 4.196 -0.453 0.909 1.45 -2.53 -1.42
C 4.091 -1.789 0.235 -0.25 1.99 -3.51
C 3.624 -2.994 1.254 3.22 -1.80 3.23
B 2.330 -3.760 0.566 -4.35 5.08 0.11
C 0.933 -3.650 1.427 1.04 -2.46 -0.18
C 0.306 -2.139 1.545 -2.32 1.53 -0.37
C -0.350 -1.568 0.129 -0.14 0.69 0.94
F 1.217 -1.123 2.121 -1.45 -2.57 -1.37
H 6.982 -0.155 2.941 -1.55 -1.27 -1.39
H 5.323 -1.112 3.052 2.08 0.73 -1.70
H 6.799 -1.784 1.989 -1.16 1.74 0.70
H 5.751 1.127 1.175 -1.15 -2.48 -0.30
H 6.235 -0.274 0.010 -1.62 0.22 2.05
H 3.334 -1.606 -0.666 1.55 -0.62 2.29
H 5.121 -2.131 -0.234 -2.02 0.73 1.18
H 3.349 -2.595 2.326 0.17 -1.03 -1.92
H 4.537 -3.748 1.363 -1.40 2.19 0.03
H 2.617 -4.924 0.551 1.68 -1.22 0.61
H 2.207 -3.471 -0.591 -0.12 -0.68 -0.38
H 1.105 -4.190 2.467 -0.67 1.59 -1.78
H 0.129 -4.305 0.839 1.21 1.70 1.25
H -0.615 -2.220 2.299 2.26 0.07 -1.29
H -1.137 -2.324 -0.325 1.93 1.45 0.93
H 0.458 -1.208 -0.646 -1.62 -0.97 1.53
H -0.987 -0.613 0.453 1.45 -2.03 -0.71
C -3.937 1.581 -2.474 0.17 0.21 -0.35
C -5.084 0.770 -1.931 -0.47 0.04 0.40
C -4.495 -0.624 -1.889 -0.20 -0.52 -0.15
O -3.087 -0.473 -1.661 0.11 0.36 0.01
C -2.742 0.908 -1.835 0.15 -0.26 0.24
H -4.002 2.647 -2.240 -0.05 -0.42 0.05
H -3.889 1.472 -3.564 0.00 0.09 0.20
H -5.326 1.104 -0.915 -0.06 -0.07 -0.09
H -5.992 0.831 -2.536 0.13 -0.03 0.09
H -4.625 -1.139 -2.846 -0.08 0.01 0.03
H -4.932 -1.240 -1.098 0.17 0.05 -0.12
H -2.533 1.328 -0.845 0.06 0.13 0.05
H -1.838 0.988 -2.446 0.03 -0.13 0.04
O -3.869 3.872 -4.082 1.64 2.29 1.61
C -3.073 4.647 -3.577 -1.90 -2.15 -2.89
O -3.189 5.157 -2.316 0.04 0.81 0.93
C -2.148 6.109 -2.098 -0.10 -2.28 -0.35
C -1.072 5.755 -3.091 1.14 0.50 -0.23
C -1.862 5.212 -4.255 0.38 -0.04 0.05
H -2.552 7.113 -2.264 -0.28 -0.39 -1.57
H -1.792 6.035 -1.066 -0.12 -0.03 0.39
H -0.432 6.602 -3.353 -0.01 -0.09 0.09
H -0.434 4.963 -2.679 -0.16 0.26 0.11
H -2.173 6.005 -4.940 -0.01 -0.20 -0.10
H -1.309 4.434 -4.787 -0.34 0.19 -0.12
Al -2.592 8.238 -0.947 -0.25 1.72 1.66
C 7.008 -3.564 5.698 0.32 -0.12 0.44
Cl 5.640 -3.606 4.557 0.09 -0.05 0.11
Cl 7.573 -5.225 6.009 -0.22 0.54 -0.15
Cl 8.337 -2.606 4.996 -0.34 -0.21 0.11
Cl 6.483 -2.818 7.228 0.12 -0.21 -0.52
C -7.088 -2.028 1.825 -0.21 0.12 0.26
Br -5.248 -2.559 1.487 -0.37 0.07 0.06
Br -7.961 -1.375 0.213 0.26 -0.20 0.36
Br -8.108 -3.449 2.675 0.34 0.40 -0.32
H -7.055 -1.192 2.531 0.01 -0.39 -0.34
```
Positions in Å, forces in eV/Å.


C43H48BrN5O6OsP2 | ωB97M-V/def2-TZVPD

As for the multiplicity: 1. As for the charge: +2. The calculation puts the frontier orbital gap at 7.0631 eV.

The geometry in XYZ format:
```
106
Properties=species:S:1:pos:R:3:forces:R:3
Os 0.227 -0.845 0.090 -0.76 1.17 1.98
O -0.491 0.822 1.580 -0.09 -0.69 -0.44
P -1.248 2.123 1.772 0.00 0.28 0.16
C -1.129 3.117 0.279 0.03 -0.16 0.00
P -1.459 2.050 -1.148 0.18 -0.13 -0.32
O -0.548 0.839 -1.117 0.59 -0.09 0.18
C -3.183 1.612 -1.118 -0.11 -0.20 -0.10
C -3.501 0.259 -1.237 -0.06 0.13 -0.01
C -4.833 -0.133 -1.279 0.03 0.04 -0.01
C -5.837 0.821 -1.200 0.02 -0.02 0.02
C -5.520 2.169 -1.065 -0.01 0.03 0.00
C -4.195 2.569 -1.027 0.04 -0.01 0.05
C -1.097 3.047 -2.577 0.13 -0.07 -0.14
C -2.052 3.352 -3.543 0.02 0.03 0.00
C -1.680 4.077 -4.667 -0.02 0.01 0.00
C -0.367 4.490 -4.827 0.02 -0.02 0.03
C 0.592 4.178 -3.867 -0.01 -0.01 0.02
C 0.232 3.451 -2.747 -0.10 0.02 -0.04
C -2.966 1.892 2.168 -0.07 -0.16 0.11
C -3.513 0.612 2.163 -0.01 0.02 0.00
C -4.844 0.436 2.517 0.00 0.01 0.00
C -5.615 1.531 2.880 0.03 0.02 -0.01
C -5.068 2.811 2.886 0.01 0.00 -0.02
C -3.742 2.994 2.533 0.01 -0.04 0.02
C -0.525 3.079 3.095 0.17 -0.13 0.14
C -0.374 2.426 4.325 -0.02 0.06 -0.05
C 0.217 3.082 5.390 -0.01 0.00 -0.02
C 0.658 4.393 5.237 0.00 -0.02 -0.01
C 0.498 5.048 4.026 -0.04 0.02 -0.02
C -0.094 4.395 2.952 0.00 -0.02 0.01
H -0.098 3.465 0.182 -0.02 0.07 -0.03
H -1.808 3.972 0.303 0.01 -0.02 -0.05
H -2.704 -0.469 -1.290 -0.07 -0.02 -0.07
H -5.085 -1.181 -1.377 0.00 0.02 0.00
H -6.875 0.517 -1.246 0.01 0.01 0.02
H -6.308 2.907 -1.001 0.02 -0.01 0.01
H -3.956 3.623 -0.932 -0.02 -0.01 -0.02
H -3.076 3.022 -3.427 0.02 -0.01 -0.01
H -2.418 4.312 -5.423 0.01 0.00 0.02
H -0.083 5.051 -5.708 0.00 0.00 0.02
H 1.618 4.497 -4.000 -0.01 -0.01 -0.01
H 0.982 3.170 -2.015 0.02 0.02 -0.03
H -2.897 -0.237 1.890 -0.02 0.00 0.01
H -5.275 -0.556 2.522 0.01 0.01 -0.01
H -6.648 1.390 3.170 0.01 0.00 -0.02
H -5.672 3.659 3.178 0.01 -0.01 0.00
H -3.308 3.989 2.559 -0.02 -0.02 0.02
H -0.740 1.412 4.442 0.01 0.01 0.04
H 0.326 2.579 6.342 0.00 0.01 -0.01
H 1.122 4.906 6.069 -0.02 -0.01 0.00
H 0.831 6.072 3.915 0.00 -0.01 0.00
H -0.220 4.925 2.016 0.03 -0.02 0.00
N 1.686 -0.460 1.677 0.05 0.18 -0.27
C 1.280 -1.146 2.932 0.23 -0.03 0.02
C 2.410 -1.446 3.931 0.14 -0.13 -0.21
C 3.314 -2.681 3.730 -0.02 0.08 -0.05
C 4.350 -2.584 2.600 -0.19 0.01 -0.05
N 4.703 -3.867 1.977 0.05 0.02 0.23
C 3.974 -4.456 1.031 0.12 -0.01 -0.13
N 2.720 -4.068 0.829 -0.05 -0.07 0.09
N 4.525 -5.388 0.252 -0.04 -0.03 0.00
C 0.441 -2.333 2.481 -0.22 0.53 -0.35
O 0.591 -3.456 2.883 -0.26 -0.30 0.13
O -0.445 -1.981 1.551 0.54 -1.10 0.19
H 2.610 -0.757 1.383 -0.02 0.08 -0.15
H 1.708 0.546 1.813 0.06 0.00 0.07
H 0.571 -0.472 3.412 0.00 0.02 0.03
H 1.930 -1.583 4.900 0.00 0.08 0.03
H 3.026 -0.545 4.005 -0.02 0.02 0.11
H 2.692 -3.559 3.588 -0.03 -0.05 0.06
H 3.847 -2.841 4.668 -0.01 -0.03 0.00
H 5.278 -2.160 2.975 0.04 0.04 -0.06
H 4.010 -1.936 1.791 0.05 -0.01 -0.04
H 5.599 -4.269 2.196 0.00 -0.01 0.00
H 2.169 -3.746 1.615 -0.04 -0.01 -0.01
H 2.173 -4.411 0.052 0.09 0.10 -0.02
H 5.499 -5.628 0.322 0.02 0.08 -0.05
H 3.960 -5.927 -0.382 -0.02 -0.07 0.06
Br -4.118 -4.007 -4.989 0.00 -0.01 -0.01
C -2.649 -4.417 -3.890 -0.05 -0.08 -0.12
C -2.086 -5.689 -3.919 0.24 -0.01 0.21
N -1.053 -6.028 -3.149 0.01 0.00 -0.02
C -0.541 -5.113 -2.334 -0.18 -0.09 -0.22
C -1.035 -3.818 -2.256 0.23 -0.22 0.11
C -2.115 -3.464 -3.055 -0.07 0.24 0.08
C -0.424 -2.840 -1.344 -1.40 0.62 -0.71
O 0.597 -3.043 -0.662 0.73 1.14 0.80
O -0.978 -1.682 -1.241 -1.08 -1.00 -0.78
H -2.474 -6.453 -4.583 -0.03 0.01 0.02
H 0.295 -5.424 -1.719 0.00 -0.01 0.01
H -2.517 -2.460 -3.028 0.00 -0.01 0.02
C 3.398 -1.283 -4.073 0.14 0.11 0.01
C 3.733 -0.418 -2.846 -0.19 -0.11 -0.05
C 5.013 -0.936 -2.173 0.01 0.07 -0.08
C 3.913 1.047 -3.271 0.04 -0.08 0.01
C 2.618 -0.512 -1.893 -0.04 0.13 0.28
C 1.693 -0.575 -1.109 1.25 -0.11 -0.63
H 4.229 -1.242 -4.780 -0.04 -0.04 -0.03
H 2.500 -0.917 -4.571 0.01 -0.01 0.01
H 3.235 -2.323 -3.786 0.01 0.01 0.00
H 5.839 -0.895 -2.885 0.01 -0.02 0.03
H 4.888 -1.971 -1.848 0.00 0.01 -0.01
H 5.274 -0.322 -1.309 -0.01 -0.02 0.00
H 4.727 1.114 -3.995 -0.02 0.04 0.00
H 4.160 1.676 -2.414 -0.01 -0.01 -0.01
H 3.003 1.429 -3.735 0.01 -0.01 0.00
```
Positions in Å, forces in eV/Å.


Computed E_LUMO, in the same sequence as the records: 0.8, -5.3, -10.8, -5.8 eV.